# 1
C16H20N2O5S | the ωB97M-V functional and the def2-TZVPD basis

CARTESIAN COORDINATES (ANGSTROEM)
C 1.5475 0.1173 -8.1421
C 1.4537 -0.4058 -6.7171
O 1.1093 0.6830 -5.8831
C 0.9398 0.4636 -4.5519
C 0.5715 1.5722 -3.7904
C 0.3654 1.4627 -2.4317
C 0.5416 0.2406 -1.7839
N 0.3590 0.0877 -0.4026
C 0.3466 1.2428 0.4629
C 0.7415 0.8122 1.8742
O 1.6363 0.0145 2.0713
N 0.1079 1.4702 2.8628
C 0.3267 1.1413 4.2564
C -0.9013 0.5748 4.8910
C -1.8806 -0.2312 4.3913
C -2.7994 -0.4299 5.4529
C -2.3097 0.2679 6.5112
O -1.1606 0.8870 6.1813
S -0.5381 -1.2194 0.1635
C 0.6704 -2.4379 0.7176
O -1.2597 -0.7426 1.3125
O -1.3003 -1.7811 -0.9103
C 0.9160 -0.8605 -2.5429
C 1.1051 -0.7588 -3.9096
H 1.8116 -0.6918 -8.8170
H 0.5931 0.5388 -8.4452
H 2.3037 0.8951 -8.2024
H 2.4185 -0.8300 -6.4051
H 0.6866 -1.1896 -6.6503
H 0.4388 2.5177 -4.2920
H 0.0584 2.3373 -1.8802
H -0.6332 1.7364 0.4724
H 1.1084 1.9453 0.1100
H -0.7360 1.9782 2.6500
H 0.6324 2.0378 4.8077
H 1.1500 0.4188 4.2752
H -1.9313 -0.6210 3.3949
H -3.6969 -1.0127 5.4250
H -2.6654 0.4013 7.5134
H 1.1149 -2.9106 -0.1465
H 1.4058 -1.9122 1.3138
H 0.1314 -3.1617 1.3160
H 1.0462 -1.8154 -2.0639
H 1.3862 -1.6426 -4.4597

total charge = 0
LUMO = 0.7 eV
SMILES string = CCOc1ccc(N(CC(=O)NCc2ccco2)S(C)(=O)=O)cc1
2S+1 = 1
frontier orbital gap = 0.3235 hartree
ΔE to the lowest compared entry with this formula, charge and spin = 60.6 kcal per mole

# 2
C28H62NO22PS5 | the ωB97M-V functional and the def2-TZVPD basis

CARTESIAN COORDINATES (ANGSTROEM)
C -5.6490 -0.7809 -0.9506
C -5.0227 0.3129 -0.0267
C -4.2318 -0.3404 1.1401
C -2.7104 -0.3334 0.8085
C -2.2728 -1.5322 -0.0719
C -1.4010 -1.1410 -1.2962
C -0.2861 -0.1640 -0.8841
C 0.8297 -0.0093 -1.9584
C 2.2077 0.3661 -1.3637
C 3.2402 -0.7740 -1.2263
P 2.9288 -2.1271 0.0039
C 1.3032 -2.7674 0.6690
C 1.5205 -4.2559 1.1436
C 2.9007 -0.7858 1.3931
C 3.3024 -1.3643 2.7890
C 2.2522 -1.0176 3.8684
N 1.8455 -2.2139 4.6592
O 3.1289 -3.4036 -1.1269
C 2.1824 -3.4857 -2.1632
C 1.8531 -4.9560 -2.4799
C 1.1739 -4.9372 -3.8712
O 3.0640 -5.6993 -2.6172
H -5.1298 -0.8395 -1.9126
H -5.5667 -1.7472 -0.4467
H -6.7025 -0.5601 -1.1514
H -5.7855 1.0067 0.3712
H -4.3710 0.9249 -0.6600
H -4.5891 -1.3422 1.3977
H -4.3645 0.3075 2.0163
H -2.5006 0.6488 0.3778
H -2.1863 -0.3547 1.7742
H -1.6914 -2.2014 0.5792
H -3.1634 -2.0982 -0.3686
H -2.0799 -0.5907 -1.9621
H -1.0306 -2.0762 -1.7321
H 0.1266 -0.3639 0.1135
H -0.7612 0.8186 -0.7885
H 0.8505 -0.8448 -2.6669
H 0.5190 0.8662 -2.5463
H 2.0330 0.9496 -0.4555
H 2.6491 1.0785 -2.0776
H 4.1736 -0.2961 -0.8968
H 3.4677 -1.1179 -2.2449
H 4.0736 -2.6473 0.6609
H 0.9983 -2.2339 1.5724
H 0.4671 -2.6906 -0.0289
H 1.0282 -4.3832 2.1158
H 1.1028 -4.9866 0.4519
H 2.5885 -4.3948 1.3154
H 1.9463 -0.2532 1.4681
H 3.6407 0.0081 1.1865
H 4.2731 -0.9786 3.1095
H 3.3524 -2.4604 2.7025
H 1.3289 -0.6166 3.4179
H 2.6029 -0.2495 4.5628
H 1.2769 -1.8577 5.4269
H 1.1821 -2.7426 4.0967
H 1.2649 -2.8910 -2.0467
H 2.6755 -3.1214 -3.0886
H 1.2082 -5.4193 -1.7247
H 0.6759 -5.8822 -4.1098
H 0.4990 -4.0746 -3.9322
H 1.9411 -4.7733 -4.6396
H 3.0549 -6.1275 -3.4786
O 6.0471 -3.1074 -3.8733
S 6.2327 -3.1821 -2.4671
O 5.2275 -3.6669 -1.5982
O 6.7202 -1.7320 -1.9519
C 7.9832 -1.8430 -1.2917
C 8.6633 -3.0264 -1.9493
O 7.6136 -3.9687 -2.1713
H 7.8005 -2.0271 -0.2304
H 8.5513 -0.9228 -1.4068
H 9.4397 -3.4620 -1.3255
H 9.0870 -2.7516 -2.9187
O -6.1896 4.1162 -1.0028
S -7.3534 3.4807 -0.4981
O -7.4978 3.1352 0.8689
O -7.6416 2.1804 -1.3946
C -8.9492 2.2669 -1.9755
C -9.2042 3.7518 -2.1275
O -8.6291 4.3369 -0.9454
H -9.6609 1.8041 -1.2877
H -8.9750 1.7434 -2.9281
H -10.2623 3.9898 -2.1946
H -8.6860 4.1605 -2.9976
O -8.9939 5.3736 -4.4960
S -8.6465 5.7046 -5.8349
O -9.5724 5.5954 -6.8990
O -7.3123 4.9001 -6.2105
C -6.2795 5.8151 -6.5990
C -6.5861 7.0854 -5.8357
O -8.0176 7.1771 -5.8531
H -6.3480 5.9703 -7.6776
H -5.3017 5.4090 -6.3536
H -6.1421 7.9659 -6.2917
H -6.2624 7.0128 -4.7951
O 2.6359 0.3520 6.7037
S 4.0140 0.0252 6.7722
O 4.8216 -0.1202 5.6180
O 4.1756 -1.2744 7.6954
C 5.0347 -0.9879 8.8037
C 4.8504 0.4922 9.0626
O 4.7328 1.0716 7.7583
H 6.0612 -1.2165 8.5092
H 4.7608 -1.5969 9.6614
H 5.6866 0.9306 9.6007
H 3.9244 0.6889 9.6075
O 0.4625 3.3129 0.0437
S 0.6009 3.2190 1.4525
O -0.4300 2.7198 2.2843
O 1.0797 4.6489 2.0080
C 2.3205 4.5101 2.7102
C 3.0062 3.3302 2.0541
O 1.9472 2.4105 1.7788
H 2.0987 4.3083 3.7604
H 2.9032 5.4247 2.6328
H 3.7540 2.8697 2.6950
H 3.4666 3.6144 1.1044

total charge = 0
LUMO = 0.4 eV
SMILES string = CCCCCCCCCC[PH](CC)(CCCN)OC[C@@H](C)O.O=S1(=O)OCCO1.O=S1(=O)OCCO1.O=S1(=O)OCCO1.O=S1(=O)OCCO1.O=S1(=O)OCCO1
2S+1 = 1
frontier orbital gap = 0.3047 hartree

# 3
C4H8Si | the ωB97M-V functional and the def2-TZVPD basis

CARTESIAN COORDINATES (ANGSTROEM)
C -0.8412 1.1530 0.9368
Si -1.1367 2.7712 1.5576
H -1.3959 0.2367 1.0888
H -0.0136 0.9920 0.4131
H -0.0547 3.6645 1.9448
H -2.1777 3.7088 2.0186
C 0.2227 -3.2083 -1.3903
C 0.9117 -2.1301 -1.5680
C 1.5636 -0.9985 -1.5335
H 0.4366 -4.2074 -1.8158
H -0.5482 -3.0847 -0.6957
H 2.4003 -0.7490 -0.8224
H 1.3506 -0.3158 -2.2531

total charge = 0
LUMO = 0.1 eV
SMILES string = C=[SiH2].C=C=C
2S+1 = 1
frontier orbital gap = 0.3146 hartree
ΔE to the lowest compared entry with this formula, charge and spin = 94.5 kcal per mole